(1)
Molecular formula: C22H17N2O4S4SeTcTe
Method: DFT, wB97M-V/def2-TZVPD

HOMO-LUMO gap (spin up / spin down), eV: 6.42 / 5.59
E, eV: -152442.486
HOMO energy (spin up / spin down), eV: -4.90 / -4.90
Net charge: -1
Spin multiplicity: 4
LUMO level (spin up / spin down), eV: 1.51 / 0.69

Each line ends with the Mulliken charge.
Atoms and positions in Å:
Tc -0.076 0.854 -0.463  -0.0370
O 2.709 -1.173 -2.194  -0.6038
C 1.572 -0.872 -1.914  0.7348
O 1.087 -0.817 -0.690  -0.5419
C 0.504 -0.447 -2.967  0.4150
O 0.527 -0.854 -4.103  -0.6204
O -0.404 0.344 -2.451  -0.3472
S -1.077 2.930 -0.795  -0.1351
S -1.652 3.376 2.606  -0.2422
S 0.007 2.488 3.095  -0.0127
S 0.886 1.280 1.658  -0.0530
Se -2.026 2.765 -2.801  0.0552
C -3.031 4.395 -2.757  0.6167
C -3.240 5.175 -1.625  -0.2198
C -4.009 6.329 -1.709  -0.5776
C -4.579 6.716 -2.912  -0.4651
C -4.367 5.940 -4.044  -0.5141
C -3.595 4.793 -3.969  -0.6205
H -2.799 4.888 -0.680  0.3671
H -4.162 6.928 -0.820  0.3583
H -5.182 7.614 -2.969  0.3453
H -4.796 6.235 -4.994  0.3472
H -3.420 4.202 -4.862  0.3100
C 3.446 -2.927 0.527  -1.1552
Te 4.052 -0.891 0.512  0.1664
C 4.508 -1.297 2.569  -1.1643
C 4.767 -2.780 2.641  0.5182
C 5.500 -3.367 3.666  -0.6462
C 5.732 -4.735 3.681  -0.4964
C 5.228 -5.530 2.661  -0.5186
C 4.490 -4.953 1.638  -0.6619
C 4.247 -3.585 1.621  0.6937
H 3.622 -3.373 -0.449  0.5447
H 2.375 -2.958 0.732  0.3604
H 3.637 -1.028 3.170  0.3415
H 5.356 -0.713 2.923  0.4652
H 5.907 -2.741 4.452  0.3956
H 6.310 -5.179 4.482  0.3677
H 5.420 -6.596 2.656  0.3746
H 4.108 -5.570 0.832  0.4080
N -3.489 -4.458 -1.015  -0.4994
C -3.308 -3.403 -0.598  -0.0779
C -3.122 -2.079 -0.064  -0.0368
C -4.078 -1.514 0.774  -0.1840
C -3.860 -0.236 1.245  -0.9057
C -2.705 0.436 0.887  0.2600
N -1.786 -0.121 0.085  0.6720
C -1.988 -1.354 -0.396  -0.0636
H -4.963 -2.074 1.043  0.5014
H -4.569 0.257 1.894  0.4175
H -2.483 1.433 1.242  -0.1318
H -1.229 -1.753 -1.051  0.4960

Atoms 1-6, force components in eV/Å:
0.0 0.2 -0.2
-0.1 -0.3 0.0
-0.2 0.2 0.1
0.1 0.0 0.0
-0.1 0.1 -0.1
0.1 0.0 0.0

(2)
Molecular formula: C22H18AsAuSTe
Method: DFT, wB97M-V/def2-TZVPD

HOMO-LUMO gap, eV: 6.29
E, eV: -105763.710
HOMO energy, eV: -7.30
Net charge: 0
Spin multiplicity: 1
LUMO level, eV: -1.01

Each line ends with the Mulliken charge.
Atoms and positions in Å:
Au 0.798 1.434 0.166  0.1064
Te 0.000 1.158 2.585  0.1322
C 0.508 3.047 3.342  0.2052
C 0.338 3.448 4.633  -0.5098
C 0.768 4.783 4.863  -0.4091
C 1.259 5.376 3.745  -0.4924
S 1.199 4.309 2.396  -0.1313
H -0.081 2.808 5.398  0.3436
H 0.712 5.272 5.825  0.3368
H 1.639 6.376 3.619  0.3691
C 0.061 -5.495 -4.604  -0.4037
C 1.068 -5.143 -3.718  -0.5405
C 0.903 -4.047 -2.885  -0.3698
C -0.265 -3.289 -2.922  0.3441
C -1.268 -3.654 -3.813  0.1910
C -1.107 -4.749 -4.649  -0.8016
As -0.327 -1.759 -1.689  0.0276
C -2.013 -2.120 -0.757  0.5591
C -3.285 -2.262 -1.302  0.2625
C -4.369 -2.582 -0.498  -0.8332
C -4.199 -2.764 0.867  -0.3595
C -2.938 -2.624 1.425  -0.6895
C -1.858 -2.305 0.617  -0.4797
C -0.735 -0.299 -2.937  0.5147
C -1.836 -0.145 -3.772  0.2365
C -1.949 0.965 -4.598  -0.7986
C -0.971 1.948 -4.594  -0.3549
C 0.141 1.805 -3.778  -0.7793
C 0.256 0.685 -2.968  -0.7072
H 0.184 -6.349 -5.258  0.3761
H 1.982 -5.722 -3.679  0.3809
H 1.688 -3.767 -2.191  0.3505
H -2.187 -3.087 -3.865  -0.0072
H -1.898 -5.018 -5.338  0.3937
H -3.453 -2.125 -2.361  -0.0025
H -5.351 -2.694 -0.940  0.3857
H -5.047 -3.012 1.492  0.3822
H -2.793 -2.764 2.488  0.3854
H -0.870 -2.195 1.051  0.4836
H -2.624 -0.883 -3.789  0.0225
H -2.809 1.062 -5.248  0.3907
H -1.073 2.821 -5.226  0.3863
H 0.916 2.561 -3.772  0.3828
H 1.141 0.553 -2.345  0.7204

Atoms 1-6, force components in eV/Å:
-0.3 -0.2 0.2
0.1 0.0 -0.4
0.1 0.1 -0.2
0.0 -0.1 0.0
0.0 0.1 0.1
0.0 0.0 -0.3